A.
# C6H11NS

One molecule with the formula C6H11NS (ωB97M-V/def2-TZVPD, the Open Molecules 2025 dataset).

Geometry as XYZ:
```
19
Properties=species:S:1:pos:R:3:nbo_charge:R:1
C -0.42 0.02 2.08 -0.622
C 0.72 -0.05 1.12 -0.044
C 0.58 1.05 -0.06 -0.420
C -0.04 0.31 -1.23 -0.168
S 0.30 1.09 -2.88 -0.036
C -1.15 -0.59 -1.10 -0.447
C 0.25 -1.15 -0.99 -0.048
N 0.72 -1.27 0.36 -0.662
H -0.35 0.97 2.64 0.206
H -0.27 -0.66 2.94 0.211
H -1.39 -0.25 1.68 0.208
H 1.69 0.19 1.70 0.197
H 1.53 1.56 -0.22 0.226
H -0.05 1.86 0.28 0.206
H -0.82 1.76 -2.98 0.115
H -1.77 -0.45 -0.19 0.220
H -1.76 -0.77 -2.02 0.237
H 0.67 -1.76 -1.73 0.226
H 1.55 -1.85 0.60 0.394
```

Results
**Orbital gap**: 0.3325 Eh
**SMILES string**: C[C@@H]1C[C@]2(S)C[C@@H]2N1
**Total charge**: 0



B.
# C6H11NS

A 2-piece molecular cluster, C6H11NS overall (ωB97M-V/def2-TZVPD, the Open Molecules 2025 dataset).

Geometry as XYZ:
```
19
Properties=species:S:1:pos:R:3:nbo_charge:R:1
C -1.84 0.15 1.11 -0.625
C -1.25 0.00 -0.25 -0.303
C -0.11 0.57 -0.70 0.200
C 0.37 0.43 -2.18 -0.641
N 0.77 1.32 0.04 -0.818
H -1.58 -0.67 1.78 0.206
H -1.34 0.96 1.58 0.185
H -2.87 0.25 1.07 0.214
H -1.95 -0.43 -0.92 0.202
H -0.38 0.91 -2.86 0.224
H 0.53 -0.66 -2.44 0.230
H 1.26 0.98 -2.30 0.198
H 1.37 1.93 -0.43 0.375
H 0.46 1.76 0.91 0.376
C 1.65 -1.06 1.26 -0.600
C 0.71 -1.89 0.96 -0.046
S -0.08 -3.17 0.50 0.115
H 1.77 -0.39 2.20 0.254
H 2.53 -1.00 0.66 0.255
```

Results
**Orbital gap**: 0.2785 Eh
**SMILES string**: C/C=C(/C)N.C=C=S
**Total charge**: 0



C.
# C6H11NS

One molecule with the formula C6H11NS (ωB97M-V/def2-TZVPD, the Open Molecules 2025 dataset).

Geometry as XYZ:
```
19
Properties=species:S:1:pos:R:3:nbo_charge:R:1
C -0.24 0.39 0.07 0.449
C 1.59 1.70 -0.37 -0.336
C 1.33 -0.98 0.55 -0.418
C 1.38 -1.96 -0.57 -0.684
C -2.62 0.98 0.46 -0.615
C -1.59 -0.14 0.32 -0.516
N 0.21 1.45 -0.33 -0.471
S 2.55 0.33 0.57 0.123
H 2.01 1.58 -1.45 0.216
H 1.85 2.83 -0.09 0.234
H 1.09 -1.31 1.54 0.214
H 2.17 -2.75 -0.60 0.223
H 1.74 -1.54 -1.56 0.227
H 0.41 -2.60 -0.78 0.211
H -3.29 1.06 -0.49 0.213
H -1.99 1.93 0.55 0.239
H -3.27 0.68 1.26 0.218
H -1.75 -0.93 -0.35 0.242
H -1.56 -0.74 1.25 0.230
```

Results
**Orbital gap**: 0.3405 Eh
**Total charge**: 0



Least stable structure: C



A.
# CH5BrN

A 2-piece molecular cluster, CH5BrN overall (ωB97M-V/def2-TZVPD, the Open Molecules 2025 dataset).

Geometry as XYZ:
```
8
Properties=species:S:1:pos:R:3:nbo_charge:R:1
C -0.61 0.77 0.00 -0.217
N 0.72 -0.71 0.06 -0.836
Br -2.25 -0.15 0.08 0.241
H -0.25 1.38 0.75 0.217
H -0.26 0.92 -1.14 0.256
H 1.40 0.05 0.18 0.421
H 0.68 -1.25 0.98 0.465
H 0.59 -1.00 -0.92 0.453
```

Results
**Orbital gap**: 0.3833 Eh
**Total charge**: +1



B.
# CH5BrN

A 2-piece molecular cluster, CH5BrN overall (ωB97M-V/def2-TZVPD, the Open Molecules 2025 dataset).

Geometry as XYZ:
```
8
Properties=species:S:1:pos:R:3:nbo_charge:R:1
C 0.89 0.63 -0.03 0.178
N 0.48 -0.56 0.03 -0.622
Br -2.94 0.03 -0.02 -0.122
H 1.24 1.06 0.91 0.239
H 0.76 1.25 -0.90 0.245
H -1.47 -0.27 -0.19 0.119
H 0.22 -1.16 -0.80 0.481
H 0.82 -0.97 1.00 0.482
```

Results
**Orbital gap**: 0.3037 Eh
**Total charge**: +1



Least stable structure: A



A.
# CH5BrN

A 2-piece molecular cluster, CH5BrN overall (ωB97M-V/def2-TZVPD, the Open Molecules 2025 dataset).

Geometry as XYZ:
```
8
Properties=species:S:1:pos:R:3:nbo_charge:R:1
C 0.35 0.92 -1.40 0.012
N -0.20 -0.77 1.42 -1.122
Br -1.14 0.34 -2.31 0.484
H 0.74 1.82 -1.75 0.218
H 0.82 0.38 -0.63 0.237
H -0.69 -1.56 1.06 0.385
H 0.82 -0.76 1.39 0.385
H -0.70 -0.37 2.22 0.402
```

Results
**Orbital gap (spin up / spin down)**: 0.2033 / 0.2032 Eh
**Total charge**: +1



B.
# CH5BrN

A 2-piece molecular cluster, CH5BrN overall (ωB97M-V/def2-TZVPD, the Open Molecules 2025 dataset).

Geometry as XYZ:
```
8
Properties=species:S:1:pos:R:3:nbo_charge:R:1
C -1.26 0.26 0.02 0.170
N -0.20 -0.44 0.00 -0.598
Br 2.91 0.02 -0.01 -0.130
H -1.75 0.57 -0.90 0.244
H -1.69 0.60 0.96 0.244
H 1.59 0.59 -0.05 0.146
H 0.23 -0.78 0.86 0.463
H 0.17 -0.82 -0.87 0.462
```

Results
**Orbital gap**: 0.3240 Eh
**Total charge**: +1



Least stable structure: A



A.
# C6H10NO

An isolated ion of composition C6H10NO and charge +1 (ωB97M-V/def2-TZVPD, the Open Molecules 2025 dataset).

Geometry as XYZ:
```
18
Properties=species:S:1:pos:R:3:nbo_charge:R:1
C 1.43 1.77 -0.36 -0.310
C 0.47 1.08 -0.98 -0.271
C 0.54 -0.39 -0.77 -0.257
N -0.21 -0.66 0.54 -0.293
C 0.77 -0.76 1.67 -0.417
C -1.47 -0.59 0.65 0.646
C -2.80 -0.45 0.21 -0.116
O -2.38 -0.67 1.54 -0.341
H 1.53 2.85 -0.55 0.235
H 2.08 1.25 0.34 0.191
H -0.13 1.48 -1.88 0.249
H 0.05 -0.94 -1.60 0.243
H 1.50 -0.85 -0.77 0.243
H 1.16 0.23 1.79 0.233
H 0.32 -1.14 2.64 0.257
H 1.52 -1.45 1.19 0.236
H -3.30 0.43 -0.26 0.251
H -3.25 -1.35 -0.15 0.222
```

Results
**Orbital gap**: 0.4024 Eh
**SMILES string**: C=CC/[N+](C)=C1\CO1
**Total charge**: +1



B.
# C6H10NO

C6H10NO as an isolated structure (ωB97M-V/def2-TZVPD, the Open Molecules 2025 dataset).

Geometry as XYZ:
```
18
Properties=species:S:1:pos:R:3:nbo_charge:R:1
C 1.49 0.80 0.66 0.340
C 0.06 -0.09 -1.34 -0.434
C -1.48 1.35 0.01 -0.255
C -1.34 0.23 -0.97 -0.047
C 0.65 -0.26 0.13 0.244
C 1.01 -1.55 0.64 -0.660
N -1.14 0.05 0.52 -0.431
O 1.16 1.74 1.35 -0.450
H 2.61 0.66 0.52 0.175
H -0.08 -1.15 -1.79 0.245
H 0.70 0.51 -1.94 0.254
H -0.71 2.12 0.28 0.266
H -2.47 1.81 0.21 0.262
H -2.20 -0.10 -1.52 0.263
H 0.28 -2.21 0.43 0.237
H 1.20 -1.68 1.72 0.269
H 1.97 -1.67 -0.02 0.276
H -1.72 -0.56 1.12 0.445
```

Results
**Orbital gap**: 0.3871 Eh
**Total charge**: +1



Least stable structure: B



A.
# C4H3NOS

One molecule with the formula C4H3NOS (ωB97M-V/def2-TZVPD, the Open Molecules 2025 dataset).

Geometry as XYZ:
```
10
Properties=species:S:1:pos:R:3:nbo_charge:R:1
C -0.13 2.08 -0.01 -0.142
C -0.17 0.86 -0.05 -0.087
C -0.11 -0.55 0.00 0.027
C -1.41 -1.29 0.00 0.394
O -2.47 -0.70 0.06 -0.488
N 0.97 -1.24 0.04 -0.477
S 2.50 -0.58 0.03 0.290
H -0.10 3.11 0.24 0.244
H -1.36 -2.40 -0.19 0.143
H 2.27 0.71 -0.13 0.096
```

Results
**Orbital gap**: 0.3193 Eh
**SMILES string**: C#C/C(C=O)=N\S
**Total charge**: 0



B.
# C4H3NOS

A 2-piece molecular cluster, C4H3NOS overall (ωB97M-V/def2-TZVPD, the Open Molecules 2025 dataset).

Geometry as XYZ:
```
10
Properties=species:S:1:pos:R:3:nbo_charge:R:1
C -0.58 -0.05 -1.24 -0.270
C 0.68 -0.61 -0.73 -0.281
C -1.32 0.50 -0.17 -0.044
C 0.52 -0.59 0.63 -0.071
N -0.73 0.01 0.91 -0.479
O 2.61 0.88 1.95 -0.354
S 0.28 -0.27 2.28 0.755
H -0.74 0.24 -2.36 0.240
H 1.63 -1.12 -1.16 0.262
H -2.34 1.00 -0.11 0.242
```

Results
**Orbital gap (spin up / spin down)**: 0.2785 / 0.2245 Eh
**Total charge**: 0



C.
# C4H3NOS

One molecule with the formula C4H3NOS (ωB97M-V/def2-TZVPD, the Open Molecules 2025 dataset).

Geometry as XYZ:
```
10
Properties=species:S:1:pos:R:3:nbo_charge:R:1
S 2.49 1.18 1.65 0.148
C 1.55 1.22 0.36 -0.340
C 0.37 0.34 0.21 0.404
N -0.10 -0.56 1.02 -0.406
C -1.17 -1.16 0.30 -0.106
C -1.22 -0.59 -0.97 0.049
O -0.18 0.37 -1.01 -0.412
H 1.78 1.83 -0.46 0.212
H -1.73 -1.92 0.78 0.228
H -1.78 -0.71 -1.89 0.224
```

Results
**Orbital gap**: 0.2951 Eh
**SMILES string**: S=Cc1ncco1
**Total charge**: 0



D.
# C4H3NOS

One molecule with the formula C4H3NOS (ωB97M-V/def2-TZVPD, the Open Molecules 2025 dataset).

Geometry as XYZ:
```
10
Properties=species:S:1:pos:R:3:nbo_charge:R:1
C 1.07 0.01 -0.17 -0.384
C 0.41 -0.80 -1.01 -0.333
C 0.75 0.55 1.11 0.551
C -0.98 0.80 0.92 0.118
N -1.70 0.29 0.08 -0.639
O 1.32 0.96 2.08 -0.480
S -1.19 -1.18 -1.04 0.293
H 2.03 0.21 -0.41 0.224
H 0.98 -1.00 -1.85 0.228
H -2.68 0.17 0.30 0.421
```

Results
**Orbital gap**: 0.2736 Eh
**Total charge**: 0



Least stable structure: B



A.
# C4H9NO2S

One molecule with the formula C4H9NO2S (ωB97M-V/def2-TZVPD, the Open Molecules 2025 dataset).

Geometry as XYZ:
```
17
Properties=species:S:1:pos:R:3:nbo_charge:R:1
C -1.30 -1.03 1.45 -0.430
N -0.53 0.21 0.97 -0.598
C 0.11 0.13 -0.34 -0.183
C 0.41 1.56 -0.83 -0.497
S -1.09 2.46 -1.39 -0.048
C 1.10 -1.00 -0.60 0.775
O 0.88 -2.10 -1.03 -0.581
O 2.36 -0.58 -0.34 -0.685
H -0.60 -1.80 1.70 0.184
H -1.44 -0.61 2.47 0.207
H -2.21 -1.32 0.97 0.214
H 0.25 0.36 1.67 0.351
H -0.74 -0.26 -0.97 0.214
H 1.10 1.50 -1.70 0.224
H 0.88 2.24 -0.14 0.227
H -2.10 1.61 -1.20 0.128
H 2.90 -1.36 -0.69 0.496
```

Results
**Orbital gap**: 0.3508 Eh
**SMILES string**: CN[C@@H](CS)C(=O)O
**Total charge**: 0



B.
# C4H9NO2S

One molecule with the formula C4H9NO2S (ωB97M-V/def2-TZVPD, the Open Molecules 2025 dataset).

Geometry as XYZ:
```
17
Properties=species:S:1:pos:R:3:nbo_charge:R:1
C -0.21 0.57 1.50 -0.635
C 0.19 0.14 0.02 -0.016
N 1.12 1.16 -0.61 -0.864
C -1.03 0.08 -0.89 -0.535
S -2.52 -0.73 -0.28 -0.011
C 0.90 -1.21 0.06 0.772
O 0.70 -2.02 0.88 -0.555
O 1.63 -1.39 -1.04 -0.677
H 0.69 0.66 2.16 0.217
H -0.85 1.43 1.53 0.211
H -0.73 -0.32 1.91 0.250
H 1.89 1.36 0.08 0.374
H 0.57 2.03 -0.69 0.371
H -1.26 1.12 -1.06 0.219
H -0.80 -0.38 -1.90 0.240
H -2.02 -1.97 -0.26 0.131
H 1.74 -0.52 -1.42 0.506
```

Results
**Orbital gap**: 0.3670 Eh
**SMILES string**: C[C@](N)(CS)C(=O)O
**Total charge**: 0



C.
# C4H9NO2S

One molecule with the formula C4H9NO2S (ωB97M-V/def2-TZVPD, the Open Molecules 2025 dataset).

Geometry as XYZ:
```
17
Properties=species:S:1:pos:R:3:nbo_charge:R:1
C -1.23 -0.26 -2.12 -0.297
C 0.11 -0.41 -0.92 -0.242
C -0.07 -1.32 0.22 -0.517
C 0.33 -0.60 1.55 -0.619
S 1.55 0.60 -1.06 2.291
N 0.99 2.10 -0.70 -1.075
O 2.48 0.31 -0.02 -0.961
O 1.99 0.36 -2.38 -0.907
H -1.36 0.42 -2.96 0.190
H -2.01 -0.93 -2.08 0.166
H -1.05 -1.83 0.29 0.234
H 0.66 -2.12 -0.01 0.235
H 0.31 -1.13 2.50 0.226
H 1.32 -0.20 1.50 0.248
H -0.24 0.45 1.54 0.184
H 1.31 2.21 0.24 0.420
H 0.01 2.32 -0.98 0.423
```

Results
**Orbital gap (spin up / spin down)**: 0.3149 / 0.3312 Eh
**SMILES string**: C=C(CC)S(N)(=O)=O
**Total charge**: 0



D.
# C4H9NO2S

One molecule with the formula C4H9NO2S (ωB97M-V/def2-TZVPD, the Open Molecules 2025 dataset).

Geometry as XYZ:
```
17
Properties=species:S:1:pos:R:3:nbo_charge:R:1
C 2.23 1.26 0.12 -0.890
S 1.42 -0.32 -0.03 2.183
O 1.58 -0.81 -1.43 -0.946
O 1.95 -1.11 1.03 -0.943
C -0.25 0.00 0.33 -0.580
C -1.23 0.67 -0.60 -0.413
C -1.32 -0.74 -0.41 -0.030
N -2.41 -1.44 0.23 -0.855
H 3.20 1.21 -0.36 0.263
H 1.74 2.10 -0.39 0.238
H 2.15 1.42 1.21 0.246
H -0.55 0.36 1.37 0.247
H -0.66 1.01 -1.44 0.234
H -1.67 1.45 0.10 0.235
H -0.92 -1.36 -1.20 0.252
H -2.51 -2.47 0.30 0.389
H -2.74 -1.20 1.17 0.368
```

Results
**Orbital gap**: 0.3644 Eh
**SMILES string**: CS(=O)(=O)[C@H]1C[C@@H]1N
**Total charge**: 0



Least stable structure: C



A.
# C5H8N3

An isolated ion of composition C5H8N3 and charge +1 (ωB97M-V/def2-TZVPD, the Open Molecules 2025 dataset).

Geometry as XYZ:
```
16
Properties=species:S:1:pos:R:3:nbo_charge:R:1
C -1.28 1.67 -0.18 -0.487
N -0.29 0.80 0.33 -0.093
N 0.72 1.17 0.95 -0.092
C 1.76 0.49 1.15 -0.058
C 1.91 -0.83 0.66 -0.050
C 0.98 -1.43 -0.11 -0.337
C -0.23 -0.82 -0.38 0.484
N -1.23 -1.16 -1.11 -0.750
H -1.68 2.49 0.56 0.281
H -1.00 2.24 -1.21 0.247
H -2.30 1.24 -0.37 0.235
H 2.34 0.95 1.95 0.244
H 2.70 -1.36 0.98 0.237
H 1.03 -2.56 -0.37 0.261
H -1.38 -2.14 -1.33 0.427
H -2.04 -0.74 -1.52 0.450
```

Results
**Orbital gap**: 0.3158 Eh
**SMILES string**: Cn1ncccc1=[NH2+]
**Total charge**: +1



B.
# C5H8N3

An isolated ion of composition C5H8N3 and charge +1 (ωB97M-V/def2-TZVPD, the Open Molecules 2025 dataset).

Geometry as XYZ:
```
16
Properties=species:S:1:pos:R:3:nbo_charge:R:1
C -2.55 0.70 -0.45 -0.276
C -1.55 0.23 0.25 -0.091
N -0.24 0.12 -0.22 -0.237
C 0.56 -1.13 0.31 -0.329
C 1.88 -1.09 -0.28 0.135
N 2.46 0.02 -0.37 -0.380
C 1.79 1.09 0.18 0.279
N 0.51 1.22 0.18 -0.283
H -3.49 0.70 0.03 0.241
H -2.69 0.74 -1.53 0.229
H -1.53 0.42 1.32 0.237
H -0.21 0.02 -1.20 0.429
H -0.19 -2.01 0.33 0.290
H 0.66 -0.86 1.47 0.268
H 2.30 -2.00 -0.80 0.245
H 2.29 1.84 0.76 0.242
```

Results
**Orbital gap**: 0.3697 Eh
**SMILES string**: C=C[N@@H+]1CC=NC=N1
**Total charge**: +1



Least stable structure: B



A.
# C2H9O2

A 2-piece molecular cluster, C2H9O2 overall (ωB97M-V/def2-TZVPD, the Open Molecules 2025 dataset).

Geometry as XYZ:
```
13
Properties=species:S:1:pos:R:3:nbo_charge:R:1
O -1.61 -0.25 1.79 -0.937
H -0.54 -1.00 0.78 0.589
H -1.92 0.64 1.34 0.512
H -1.23 0.05 2.63 0.509
C 0.98 -0.29 -1.01 0.015
O -0.02 -1.18 -0.15 -0.763
C 0.44 1.12 -0.63 -0.691
H 1.86 -0.74 -0.58 0.226
H 0.73 -0.70 -1.91 0.206
H 0.06 -2.20 -0.48 0.560
H 0.92 1.51 0.32 0.254
H 1.01 1.82 -1.38 0.272
H -0.68 1.23 -0.71 0.248
```

Results
**Orbital gap**: 0.4815 Eh
**Total charge**: +1



B.
# C2H9O2

A 2-piece molecular cluster, C2H9O2 overall (ωB97M-V/def2-TZVPD, the Open Molecules 2025 dataset).

Geometry as XYZ:
```
13
Properties=species:S:1:pos:R:3:nbo_charge:R:1
O -1.99 1.39 0.15 -0.931
H -1.29 0.34 -0.57 0.578
H -2.83 1.85 -0.01 0.530
H -1.87 1.56 1.09 0.520
C 1.02 0.08 -0.27 -0.028
O -0.38 -0.28 -0.86 -0.725
C 1.28 -1.08 0.64 -0.671
H 1.77 0.00 -1.04 0.228
H 0.69 1.03 0.09 0.212
H -0.26 -0.54 -1.83 0.552
H 0.92 -1.91 0.14 0.239
H 2.32 -1.15 0.98 0.257
H 0.63 -1.29 1.49 0.239
```

Results
**Orbital gap**: 0.4715 Eh
**Total charge**: +1



Least stable structure: A